(1)
C39H70EuGeN2O7SSe as an isolated structure in a non-equilibrium geometry, computed with ωB97M-V/def2-TZVPD.

Calculated values
E	-7751.19850	Eh
lowest unoccupied orbital energy (spin up / spin down)	0.0311 / 0.0815	Ha
highest occupied orbital energy (spin up / spin down)	-4.75 / -4.75	eV
energy above the lowest of the compared OMol25 structures with the same formula, charge and spin	185.37	kJ/mol
orbital gap (spin up / spin down)	5.59 / 6.97	eV

ORCA input file:
```
! RIJCOSX wB97M-V def2-TZVPD def2/J DEFGRID3
* xyz -1 7
Eu 13.473 8.295 14.468
C 11.127 5.556 14.447
N 12.257 5.891 15.386
C 11.645 6.343 16.664
C 13.199 4.815 15.403
C 14.574 5.177 15.874
N 15.308 6.103 15.037
C 16.607 6.481 15.667
C 16.546 7.261 16.986
C 17.385 6.852 18.007
C 17.241 7.375 19.278
C 16.494 8.520 19.483
C 15.674 9.105 18.506
C 15.693 8.457 17.180
O 15.024 8.898 16.205
C 14.802 10.280 18.837
C 13.421 9.802 19.239
C 14.669 11.297 17.693
C 15.507 11.090 19.961
C 17.943 6.643 20.473
C 19.449 6.762 20.166
C 17.628 5.170 20.543
C 17.601 7.203 21.879
C 15.533 5.536 13.669
C 16.326 6.405 12.720
C 17.529 6.021 12.138
C 18.186 6.671 11.111
C 17.815 8.020 10.901
C 16.728 8.569 11.550
C 15.783 7.659 12.211
O 14.507 7.853 12.300
C 16.508 10.022 11.477
C 17.699 10.920 10.987
C 15.371 10.185 10.471
C 16.069 10.574 12.818
C 19.387 5.944 10.462
C 18.857 4.589 9.923
C 19.999 6.791 9.313
C 20.500 5.712 11.524
H 10.691 4.586 14.657
H 11.554 5.557 13.452
H 10.306 6.325 14.494
H 11.071 5.454 17.068
H 10.912 7.083 16.403
H 12.353 6.717 17.392
H 13.233 4.437 14.360
H 12.896 3.954 16.102
H 15.170 4.227 15.956
H 14.547 5.659 16.877
H 17.210 6.925 14.890
H 17.292 5.598 15.801
H 18.146 6.026 17.827
H 16.576 8.980 20.469
H 12.944 9.148 18.535
H 12.798 10.652 19.447
H 13.512 9.252 20.153
H 13.945 11.020 16.925
H 15.577 11.484 17.214
H 14.426 12.293 18.085
H 15.672 10.514 20.853
H 14.863 11.898 20.312
H 16.505 11.391 19.599
H 19.762 6.003 19.445
H 20.057 6.612 21.065
H 19.680 7.737 19.732
H 17.532 4.586 19.616
H 16.670 5.017 21.105
H 18.276 4.571 21.212
H 17.961 8.223 21.966
H 17.969 6.558 22.737
H 16.523 7.303 21.927
H 14.492 5.324 13.229
H 16.119 4.595 13.816
H 17.946 5.052 12.455
H 18.531 8.631 10.335
H 18.103 10.535 10.016
H 18.545 10.900 11.730
H 17.303 11.906 10.851
H 15.615 10.010 9.390
H 14.831 11.141 10.454
H 14.615 9.487 10.804
H 16.779 10.282 13.667
H 15.100 10.138 13.056
H 15.972 11.646 12.724
H 18.133 4.753 9.159
H 18.514 3.990 10.728
H 19.703 4.030 9.445
H 19.326 6.913 8.458
H 20.955 6.336 9.036
H 20.340 7.780 9.676
H 20.188 5.049 12.327
H 20.778 6.625 12.057
H 21.419 5.256 11.117
O 10.896 11.160 13.224
S 11.790 10.265 13.948
O 11.795 10.224 15.474
O 11.397 8.832 13.470
O 13.200 10.476 13.418
O 13.427 5.721 10.513
H 13.984 6.421 10.952
H 13.538 5.745 9.535
C 7.260 10.468 9.185
Ge 8.351 9.417 10.444
C 7.999 7.510 10.028
C 8.134 9.757 12.382
C 10.294 9.972 10.226
Se 11.225 8.385 9.703
C 11.202 8.576 7.737
H 7.231 10.025 8.179
H 7.720 11.527 9.153
H 6.221 10.571 9.451
H 6.966 7.299 10.264
H 8.654 6.958 10.689
H 8.127 7.350 8.900
H 7.159 9.363 12.715
H 8.243 10.814 12.674
H 8.994 9.232 12.828
H 10.700 10.281 11.202
H 10.382 10.750 9.452
H 10.394 9.212 7.412
H 11.106 7.581 7.311
H 12.181 8.978 7.552
*
```

***

(2)
A 3-piece molecular cluster, C25H56NO5 overall in a non-equilibrium geometry, computed with ωB97M-V/def2-TZVPD.

Calculated values
E	-1416.80506	Eh
lowest unoccupied orbital energy	-0.0818	Ha
highest occupied orbital energy	-11.04	eV
orbital gap	8.82	eV

ORCA input file:
```
! RIJCOSX wB97M-V def2-TZVPD def2/J DEFGRID3
* xyz 1 1
C -4.285 5.858 1.020
C -2.877 5.382 1.358
C -2.082 4.836 0.169
C -2.836 3.852 -0.733
C -3.634 2.765 -0.003
N -3.280 1.351 -0.365
C -3.669 1.100 -1.781
C -3.986 0.354 0.511
C -5.445 0.680 0.811
C -6.209 -0.562 1.256
C -7.535 -0.189 1.935
C -8.529 0.559 1.060
O -9.441 1.285 1.877
C -9.075 2.632 2.035
C -1.794 1.070 -0.262
C -1.154 1.525 1.052
C -0.134 0.498 1.531
O 0.916 0.416 0.564
C 2.041 1.147 0.910
C 3.083 0.387 1.681
O 2.130 2.326 0.615
H -4.315 6.471 0.123
H -4.679 6.427 1.859
H -4.976 5.027 0.880
H -2.305 6.181 1.822
H -2.943 4.601 2.122
H -1.140 4.430 0.529
H -1.812 5.685 -0.460
H -3.534 4.431 -1.332
H -2.124 3.433 -1.440
H -4.686 2.898 -0.226
H -3.545 2.846 1.076
H -3.442 0.074 -2.050
H -4.729 1.285 -1.919
H -3.114 1.755 -2.442
H -3.949 -0.599 -0.014
H -3.442 0.220 1.441
H -5.907 1.089 -0.087
H -5.503 1.447 1.583
H -5.615 -1.066 2.020
H -6.366 -1.245 0.424
H -8.026 -1.080 2.319
H -7.294 0.424 2.803
H -9.109 -0.124 0.443
H -8.043 1.260 0.379
H -9.638 3.055 2.862
H -8.012 2.740 2.276
H -9.307 3.213 1.140
H -1.704 -0.012 -0.333
H -1.296 1.509 -1.117
H -1.892 1.653 1.842
H -0.604 2.443 0.880
H 0.268 0.836 2.485
H -0.590 -0.483 1.646
H 3.043 -0.674 1.463
H 4.062 0.798 1.473
H 2.856 0.529 2.738
C 7.116 -2.669 0.777
C 6.543 -3.463 1.937
O 5.135 -3.359 2.061
C 4.387 -3.807 0.946
C 4.600 -5.270 0.600
H 6.820 -1.621 0.845
H 8.205 -2.724 0.786
H 6.776 -3.049 -0.189
H 6.943 -3.084 2.878
H 6.844 -4.514 1.870
H 4.584 -3.172 0.074
H 3.343 -3.648 1.223
H 5.619 -5.464 0.266
H 3.928 -5.564 -0.207
H 4.404 -5.900 1.467
C 9.368 -3.998 -3.156
C 7.925 -4.464 -3.086
O 6.995 -3.424 -2.840
C 6.947 -2.391 -3.807
C 6.565 -2.864 -5.199
H 9.638 -3.451 -2.252
H 10.033 -4.856 -3.255
H 9.546 -3.342 -4.009
H 7.807 -5.155 -2.250
H 7.652 -5.016 -3.992
H 7.897 -1.846 -3.833
H 6.195 -1.692 -3.441
H 7.318 -3.527 -5.627
H 6.459 -2.010 -5.868
H 5.619 -3.407 -5.172
*
```

***

(3)
One molecule with the formula C2H2N6 in a non-equilibrium geometry, computed with ωB97M-V/def2-TZVPD.

Calculated values
E	-405.69132	Eh
lowest unoccupied orbital energy	-0.0483	Ha
highest occupied orbital energy	-10.12	eV
energy above the lowest of the compared OMol25 structures with the same formula, charge and spin	432.49	kJ/mol
orbital gap	8.81	eV

ORCA input file:
```
! RIJCOSX wB97M-V def2-TZVPD def2/J DEFGRID3
* xyz 0 1
H 1.954 -0.989 1.280
N 1.973 -0.105 0.821
C 1.005 -0.294 -0.054
N 0.095 -1.181 -0.487
N -1.141 -1.281 -0.265
C -1.552 -0.127 0.518
N -0.904 1.068 0.516
N -0.221 1.370 -0.408
N 0.744 0.637 -0.930
H -2.494 -0.038 1.210
*
```

***

(4)
One molecule with the formula C5H9N, computed with ωB97M-V/def2-TZVPD.

Calculated values
E	-250.58858	Eh
lowest unoccupied orbital energy	0.0397	Ha
highest occupied orbital energy	-6.37	eV
energy above the lowest of the compared OMol25 structures with the same formula, charge and spin	205.75	kJ/mol
orbital gap	7.45	eV

ORCA input file:
```
! RIJCOSX wB97M-V def2-TZVPD def2/J DEFGRID3
* xyz 0 1
C 1.446 0.423 -0.491
C 0.524 -0.480 -1.334
C 0.483 1.021 0.482
N -0.562 0.219 0.686
C -1.436 0.180 1.685
C -0.651 -0.789 -0.404
H 2.220 -0.177 0.018
H 1.971 1.160 -1.107
H 0.173 0.066 -2.213
H 1.017 -1.395 -1.677
H 0.660 1.837 1.173
H -1.269 0.831 2.533
H -2.315 -0.441 1.594
H -1.627 -0.678 -0.886
H -0.591 -1.782 0.048
*
```

***

(5)
A 2-piece molecular cluster, C2H6NS overall in a non-equilibrium geometry, computed with ωB97M-V/def2-TZVPD.

Calculated values
E	-532.38797	Eh
lowest unoccupied orbital energy	-0.1461	Ha
highest occupied orbital energy	-13.93	eV
energy above the lowest of the compared OMol25 structures with the same formula, charge and spin	164.06	kJ/mol
orbital gap	9.96	eV

ORCA input file:
```
! RIJCOSX wB97M-V def2-TZVPD def2/J DEFGRID3
* xyz 1 1
C -0.275 -1.067 0.025
C -0.290 1.140 -0.018
N 0.694 0.034 0.121
S -1.727 -0.001 0.181
H -0.324 -1.819 -1.300
H -0.165 -1.872 0.740
H -0.235 1.892 0.768
H -0.258 1.610 -1.001
H 1.129 0.042 1.055
H 1.451 0.042 -0.572
*
```